Entry 1:
A molecular structure, C32H28FeN9O5S2, computed with ωB97M-V/def2-TZVPD.

```
! RIJCOSX wB97M-V def2-TZVPD def2/J DEFGRID3
* xyz 1 1
Fe 0.28121 -0.52710 0.49244
N -3.51311 -1.87503 -0.17538
C -3.83695 -2.04378 -1.54452
C -4.93272 -2.80482 -1.90116
C -5.26524 -2.96321 -3.24174
C -4.50620 -2.34470 -4.21739
C -3.39440 -1.59238 -3.85249
C -3.04642 -1.45982 -2.51956
S -1.59741 -0.52225 -2.11596
N -1.50082 -0.68498 -0.41622
C -2.37114 -1.30289 0.28546
C -2.04160 -1.47666 1.72650
C -2.97759 -1.76015 2.70090
C -2.56617 -1.87702 4.01995
C -1.22403 -1.73113 4.30956
C -0.35051 -1.43501 3.27577
N -0.74262 -1.30210 2.01086
H -4.08924 -2.35482 0.49310
H -5.52417 -3.27996 -1.12660
H -6.11402 -3.57374 -3.51696
H -4.76875 -2.44738 -5.26128
H -2.78259 -1.10109 -4.60044
H -4.02532 -1.83584 2.44254
H -3.28290 -2.06011 4.80880
H -0.85278 -1.82211 5.32010
H 0.70549 -1.30293 3.46628
C 3.54030 -2.33584 1.40328
C 3.11130 -0.98105 1.84654
N 1.98156 -0.36754 1.54796
C 2.01106 0.85988 2.17826
C 3.17670 0.98337 2.86986
N 3.85091 -0.18516 2.65105
C 3.79655 2.05646 3.69621
O 3.08701 3.14383 3.87240
O 4.90170 1.87566 4.14594
C 0.81791 1.73996 2.05450
O 0.80416 2.84455 2.60316
O -0.12306 1.23080 1.35876
H 2.66482 -2.94093 1.17867
H 4.12456 -2.82897 2.17895
H 4.15377 -2.27423 0.50178
H 4.76152 -0.36673 3.04986
H 2.19108 3.10849 3.41552
N 1.84731 -3.08828 -2.28041
C 1.75970 -4.45673 -1.93388
C 2.49704 -5.39841 -2.62941
C 2.43094 -6.73696 -2.26653
C 1.62547 -7.13413 -1.21253
C 0.86353 -6.19154 -0.53285
C 0.93369 -4.85669 -0.89445
S -0.09598 -3.65714 -0.10287
N 0.78456 -2.21586 -0.39260
C 1.43820 -2.06962 -1.48955
C 1.80150 -0.67361 -1.85294
C 2.62028 -0.32572 -2.90624
C 2.97016 1.00714 -3.07539
C 2.48422 1.93998 -2.18351
C 1.63852 1.51634 -1.16874
N 1.29282 0.24211 -1.01130
H 2.42280 -2.86128 -3.07210
H 3.12408 -5.07911 -3.45420
H 3.01290 -7.46816 -2.81034
H 1.58317 -8.17267 -0.91522
H 0.20495 -6.48438 0.27540
H 2.98210 -1.07048 -3.60213
H 3.60399 1.30995 -3.89762
H 2.73592 2.98661 -2.27397
H 1.21649 2.21757 -0.46572
C -2.67807 3.77911 -2.30819
C -1.90120 2.90203 -1.35954
N -2.20261 3.01053 -0.04792
O -1.06631 2.09851 -1.76212
H -2.92611 4.74069 -1.85968
H -3.60504 3.27649 -2.58949
H -2.09145 3.93806 -3.20869
H -2.83771 3.71277 0.28554
H -1.60922 2.51456 0.61262
*
```

Properties
Lowest unoccupied orbital energy (eV): -3.07
Maximum force (eV/Å): 0.7
Relative energy (zero: lowest compared OMol25 entry of this formula, charge and spin) (kJ/mol): 0.0
E_tot (eV): -113345.0984
HOMO-LUMO gap (Ha): 0.2483



Entry 2:
A molecular structure, C32H28N9OTi, computed with ωB97M-V/def2-TZVPD.

```
! RIJCOSX wB97M-V def2-TZVPD def2/J DEFGRID3
* xyz 1 3
Ti -0.16531 0.24920 1.44591
C -3.00311 -2.90221 0.09652
C -2.42956 -1.86518 0.81351
N -1.26805 -1.33293 0.43112
C -0.66819 -1.85466 -0.64836
C -1.27830 -2.88239 -1.36417
N -2.43946 -3.39997 -0.99957
C 0.66841 -1.30932 -0.96009
C 1.46678 -1.71938 -2.01398
C 2.73386 -1.17187 -2.17852
C 3.16460 -0.22866 -1.24846
C 2.32388 0.14821 -0.21709
N 1.08841 -0.37269 -0.08786
C 2.66486 1.13939 0.82620
C 3.92348 1.71374 0.97846
N 4.18474 2.58718 1.93883
C 3.19175 2.89842 2.76308
C 1.92755 2.34009 2.63792
N 1.67000 1.46107 1.66901
C 3.59743 -1.57411 -3.30681
C 3.65266 -2.89662 -3.73537
C 4.48044 -3.21938 -4.80040
N 5.22572 -2.33182 -5.44984
C 5.16659 -1.07068 -5.03934
C 4.37995 -0.64184 -3.97981
H -3.94381 -3.33026 0.41851
H -2.90687 -1.44883 1.68961
H -0.80904 -3.28952 -2.25060
H 1.10474 -2.45031 -2.72314
H 4.15550 0.19270 -1.33768
H 4.73740 1.45597 0.31328
H 3.39312 3.61042 3.55311
H 1.11800 2.59270 3.30993
H 3.09229 -3.67932 -3.24069
H 4.54483 -4.24638 -5.14158
H 5.77435 -0.35529 -5.58188
H 4.36716 0.40829 -3.71784
C -4.77380 0.76846 1.48736
C -4.37154 2.03142 0.72446
C -4.23602 3.20593 1.68445
C -3.14005 1.79783 -0.13232
C -3.23830 1.04136 -1.29435
C -2.16165 0.88659 -2.16190
C -0.93730 1.48958 -1.90392
C 0.19246 1.42823 -2.89095
C -0.81713 2.21863 -0.71726
C -1.89502 2.36979 0.15293
H -5.72291 0.91750 2.00309
H -4.02156 0.52887 2.24312
H -4.88743 -0.08910 0.82115
H -5.18055 2.26090 0.02296
H -3.48522 3.00537 2.45151
H -5.18297 3.37834 2.19615
H -3.96247 4.12846 1.17068
H -4.19166 0.59424 -1.55584
H -2.29692 0.31757 -3.07520
H 0.15409 2.27876 -3.57425
H 0.14913 0.52280 -3.49715
H 1.16277 1.46048 -2.39167
H 0.11367 2.73363 -0.49788
H -1.76998 2.98390 1.03424
N 0.61220 -2.63521 4.55580
C 0.11381 -1.55448 3.94674
O 0.58624 -1.18256 2.82974
C -0.95312 -0.81846 4.55202
C -1.55423 -1.17873 5.77794
N -2.05456 -1.48665 6.76877
C -1.30666 0.28859 3.80493
N -1.46171 1.15779 3.03705
H 1.35805 -3.13990 4.11062
H 0.27356 -2.93367 5.45504
*
```

Properties
⟨S²⟩: 2.01
Lowest unoccupied orbital energy (spin up / spin down) (eV): -3.97 / -4.24
Maximum force (eV/Å): 0.8
Relative energy (zero: lowest compared OMol25 entry of this formula, charge and spin) (kJ/mol): 0.0
E_tot (eV): -72209.6428
HOMO-LUMO gap (spin up / spin down) (Ha): 0.2163 / 0.2601



Entry 3:
A molecular structure, C32H29BF8O2S at a distorted geometry, computed with ωB97M-V/def2-TZVPD.

```
! RIJCOSX wB97M-V def2-TZVPD def2/J DEFGRID3
* xyz 0 1
C -3.95239 3.91016 -0.17087
C -2.70283 3.13409 -0.31197
C -2.39924 2.20642 -1.30090
C -1.11237 1.63624 -1.13708
C -0.48209 2.03858 0.03303
B -3.38681 -1.33544 2.30953
C 0.87020 1.69939 0.41910
C 1.37656 2.06169 1.68042
C 2.56704 1.51274 2.12686
C 3.02556 1.76937 3.53529
F 4.34736 2.10168 3.60017
F 2.31935 2.77573 4.13736
F 2.85242 0.64541 4.31426
C 3.33857 0.69754 1.30083
C 2.88210 0.42085 0.01691
C 3.70942 -0.48086 -0.86531
F 3.01476 -0.90503 -1.96668
F 4.84557 0.13239 -1.31437
F 4.10338 -1.61062 -0.18590
C 1.68993 0.94805 -0.44914
O -4.55678 -0.70761 2.59107
C -5.54788 -1.77858 2.59519
C -5.78791 -2.17711 4.04827
C -6.83678 -1.20798 2.05332
C -4.84743 -2.91974 1.75187
C -5.03390 -4.33928 2.23055
C -5.14973 -2.82932 0.25858
O -3.42309 -2.62756 1.92880
S -1.36956 3.35310 0.76795
H -4.65725 3.60221 -0.94874
H -4.40496 3.72419 0.81158
H -3.75941 4.98654 -0.26471
H -3.08446 1.96283 -2.11173
H -0.65973 0.93370 -1.83158
H 0.82183 2.74505 2.31623
H 4.27863 0.28304 1.64901
H 1.37679 0.75078 -1.47212
H -6.60129 -2.91167 4.10960
H -4.89467 -2.59945 4.52840
H -6.10046 -1.29109 4.61602
H -7.61524 -1.98142 2.05077
H -7.17818 -0.39695 2.70915
H -6.73055 -0.81225 1.03795
H -6.08301 -4.64480 2.14810
H -4.43773 -5.01571 1.60577
H -4.71213 -4.45955 3.27164
H -6.14897 -3.22907 0.04114
H -5.10354 -1.79536 -0.11360
H -4.41613 -3.42420 -0.30197
F 0.14324 -1.51431 5.64167
C -0.42357 -0.49205 4.92485
C -0.34572 0.80520 5.42788
C -0.96121 1.82602 4.69819
C -1.59284 1.55579 3.49008
C -1.52810 0.27245 2.92195
C -1.99240 0.00396 1.54708
C -1.26128 -0.94503 0.70520
C 0.04761 -1.37068 1.00161
C 0.70871 -2.27102 0.17583
C 0.09838 -2.75927 -0.97955
C -1.20208 -2.33652 -1.25522
F -1.83244 -2.83369 -2.37234
C -1.89256 -1.45283 -0.44756
C -1.04670 -0.79072 3.71814
H 0.17266 0.99411 6.36294
H -0.93948 2.85161 5.07051
H -2.16152 2.33187 2.96857
H -2.63041 0.74501 1.06570
H 0.54609 -0.99534 1.89921
H 1.71692 -2.58868 0.44245
H 0.61511 -3.43651 -1.65025
H -2.90588 -1.13868 -0.70540
H -1.09425 -1.82753 3.38356
*
```

Properties
Lowest unoccupied orbital energy (eV): -0.19
Maximum force (eV/Å): 5.1
Relative energy (zero: lowest compared OMol25 entry of this formula, charge and spin) (kJ/mol): 100.5
E_tot (eV): -71003.8699
HOMO-LUMO gap (Ha): 0.2696